Entry 1:
Density functional theory data (wB97M-V/def2-TZVPD) for a single C5H7N2P molecule.

The geometry in XYZ format:
```
15
Properties=species:S:1:pos:R:3:forces:R:3
P -2.28111 0.17989 -0.36284 1.78 -0.78 0.66
N 0.92792 1.71382 0.26580 0.27 -0.56 -0.70
N 1.58290 0.54956 0.49972 -0.19 2.02 1.37
C -0.00226 1.68860 -0.67739 0.89 1.07 1.56
C 0.94060 -0.33142 -0.25763 -0.56 -3.59 -1.45
C 1.40494 -1.62812 -0.48182 -3.82 1.72 -2.30
C -1.86603 -0.40743 1.14678 -1.09 -0.24 -0.43
C -0.32806 0.32651 -0.95069 0.29 -2.08 -2.24
H -0.81295 -0.42229 1.29218 0.62 -0.46 0.70
H 1.21893 2.48928 0.85112 -0.15 0.11 -0.49
H 0.81245 -2.18965 -1.29612 1.15 0.61 1.64
H -0.56168 2.54303 -0.91835 -0.51 1.05 -0.18
H 2.28466 -2.02813 -0.09205 1.19 -0.40 0.63
H -0.33421 -0.02053 -2.06150 -0.15 0.82 1.83
H -2.50666 -0.86424 1.92593 0.26 0.71 -0.60
```
Forces are in eV/Å.

F_max ... 4.78 eV Å⁻¹
Gap between HOMO and LUMO (alpha / beta) ... 0.2426 / 0.2427 Ha
ΔE to the lowest compared entry with this formula, charge and spin ... 384.2 kJ/mol

***

Entry 2:
Density functional theory data (wB97M-V/def2-TZVPD) for a single C4H6N2O4P2 molecule.

The geometry in XYZ format:
```
18
Properties=species:S:1:pos:R:3:forces:R:3
P 1.63633 -0.66051 -0.00987 1.12 -1.47 0.52
P -2.05339 -0.55614 0.39674 -3.77 -0.63 2.60
O -2.68759 0.04155 -1.03257 1.86 -0.07 0.51
O -1.43577 -2.10288 0.22371 0.20 1.72 -1.54
O 3.07452 -0.02576 -0.62277 -1.64 0.43 0.32
O 1.02019 -1.52853 -1.31175 0.58 1.36 0.62
N -0.07583 -0.46432 3.41087 0.93 -1.56 3.47
N 0.00854 2.01643 -2.09367 -0.57 1.09 -2.39
C 0.25090 1.49770 -1.12072 0.43 -1.45 3.90
C 0.54395 0.86753 0.22499 0.06 1.08 -1.57
C -0.74387 0.62343 1.10689 2.65 -0.91 -0.69
C -0.25551 -0.03879 2.39116 -2.00 2.37 -4.62
H -2.33453 0.91598 -1.27464 0.06 -0.37 -0.34
H 3.11653 0.93324 -0.47365 0.22 -0.24 -0.31
H 1.18242 1.59701 0.78049 -0.16 -0.56 -0.43
H 1.48988 -2.37744 -1.25444 -0.35 0.13 -0.10
H -1.18581 1.60511 1.37653 -0.10 -0.76 -0.26
H -1.55096 -2.34360 -0.71730 0.48 -0.19 0.29
```
Forces are in eV/Å.

F_max ... 5.56 eV Å⁻¹
Gap between HOMO and LUMO ... 0.3188 Ha
SMILES ... N#C[C@@H]([C@H](C#N)P(O)O)P(O)O

***

Entry 3:
Density functional theory data (wB97M-V/def2-TZVPD) for 2 unconnected molecules or ions with the total composition C5H14O3.

The geometry in XYZ format:
```
22
Properties=species:S:1:pos:R:3:forces:R:3
O -1.95946 -1.90419 1.41197 0.53 -0.08 -0.38
O -2.32676 1.10527 -0.91322 1.71 -1.62 -0.29
O 1.20959 2.37797 -0.93703 0.08 -0.14 0.73
C -0.57358 -1.85400 1.76697 -0.61 -0.83 0.72
C 1.16006 1.08921 -1.52440 -0.25 0.67 -0.86
C 1.37234 -0.22168 0.61530 -0.71 1.45 1.19
C -0.05340 -0.95377 0.62175 0.08 -0.33 -1.90
C 1.96295 0.01540 -0.78358 -1.22 -2.47 -0.52
H -0.09721 -1.51212 -0.34238 0.00 0.02 0.61
H 1.91784 -0.66130 1.42635 1.06 -0.56 -0.20
H 1.54292 1.36346 -2.51731 0.14 -0.97 0.11
H -2.02437 -2.11738 0.45298 -0.23 -0.13 -0.01
H 0.09948 0.79968 -1.67258 0.42 -0.18 0.20
H 3.01034 0.24276 -0.77671 0.61 0.50 0.53
H -0.79276 -0.16491 0.51862 -0.19 0.25 -0.08
H -2.28784 1.39822 -1.82115 -0.28 0.36 -0.20
H -0.25473 -2.97789 1.92458 0.00 1.88 -0.67
H -2.98263 1.56852 -0.44789 -1.44 1.19 0.58
H 1.18492 0.79712 0.99843 -0.13 -0.47 0.25
H -0.67259 -1.37438 2.73680 0.73 -0.08 0.24
H 0.95186 2.34371 -0.00872 -0.10 0.15 -0.13
H 1.95085 -1.00631 -1.29524 -0.20 1.39 0.08
```
Forces are in eV/Å.

F_max ... 2.80 eV Å⁻¹
Multiplicity ... 2
Gap between HOMO and LUMO (alpha / beta) ... 0.3781 / 0.1321 Ha
Charge ... +1
ΔE to the lowest compared entry with this formula, charge and spin ... 153.4 kJ/mol